This record from the OMol25 dataset describes a cluster of 4 separate species, C62H49BClINO11S in total in a non-equilibrium geometry. The level of theory is ωB97M-V/def2-TZVPD.

For the energy relative to the best compared isomer or geometry (same formula, charge and spin), the calculation gives 0.00 kJ/mol. As for the molar mass: 1189.31 g mol⁻¹. Its total charge is -1. As for the max |F|: 0.033 Eh/bohr. Its multiplicity is 1. The calculation puts the HOMO-LUMO gap at 5.25 eV.

XYZ file:
```
127
Properties=species:S:1:pos:R:3:forces:R:3:mulliken_charge:R:1
C 0.374 -3.739 2.416 0.0 -0.1 0.1 -0.814
O -0.299 -2.634 1.846 -0.1 0.0 -0.1 -0.083
C 0.452 -1.434 1.803 0.0 0.0 0.0 -2.096
C 0.143 -0.522 3.014 0.2 -0.8 0.1 2.127
C -1.332 -0.630 3.375 -0.3 0.5 -0.2 -1.853
C -2.236 -0.290 2.190 0.0 -0.3 -0.1 -0.175
C -3.660 0.147 2.549 0.1 -0.2 -0.2 -1.163
C -4.272 -0.384 3.834 -0.2 0.3 0.0 -0.748
S -4.767 -2.100 3.950 -0.3 0.0 0.4 0.979
O -4.023 -2.753 4.980 -0.1 0.0 -0.2 -0.571
O -6.203 -2.144 3.942 0.3 -0.1 0.0 -0.622
Cl -4.192 -2.932 2.184 0.1 -0.2 -0.1 -0.088
O 0.864 -1.064 4.104 0.1 0.3 0.2 -0.917
B 1.932 -0.184 4.527 -1.4 0.8 0.3 1.532
I 3.993 -1.178 4.149 0.7 -0.4 -0.2 -0.393
O 1.774 1.024 3.726 0.2 -0.2 0.0 -0.879
C 0.703 0.950 2.823 0.3 0.1 0.3 2.513
C -0.303 2.098 3.139 0.0 0.4 0.1 -0.738
C 0.062 2.939 4.335 0.1 0.2 0.4 -0.190
C 0.699 4.172 4.163 -0.1 -0.2 0.4 -0.479
C 1.014 4.980 5.257 -0.2 -0.5 0.0 -0.796
C 0.694 4.562 6.549 -0.1 -0.2 -0.5 -0.399
C 0.063 3.329 6.734 0.1 0.2 -0.4 -0.991
C -0.250 2.528 5.636 0.2 0.4 0.0 0.003
C 1.264 1.143 1.421 0.1 0.1 -0.5 -0.283
C 2.598 0.811 1.147 -0.2 0.2 -0.2 -0.053
C 3.076 0.958 -0.147 -0.3 0.1 0.1 -0.860
C 2.222 1.454 -1.134 -0.3 -0.1 0.4 -0.229
C 0.912 1.751 -0.764 0.4 -0.2 0.0 -1.426
N 0.433 1.596 0.473 0.2 0.0 -0.1 -0.095
H 0.851 -4.340 1.635 0.1 0.0 0.0 0.247
H -0.362 -4.365 2.921 -0.1 0.0 0.0 0.267
H 1.116 -3.421 3.146 0.1 0.0 0.1 0.269
H 1.520 -1.658 1.851 0.1 0.1 -0.1 0.734
H 0.240 -0.957 0.845 -0.2 0.0 0.0 0.036
H -1.539 -1.629 3.754 0.1 -0.1 -0.1 0.527
H -1.528 0.044 4.208 0.1 0.1 0.2 0.296
H -2.281 -1.161 1.536 0.1 0.0 0.0 0.892
H -1.781 0.504 1.596 0.0 0.1 -0.1 -0.122
H -4.336 -0.108 1.732 0.0 0.1 -0.1 0.338
H -3.684 1.235 2.640 -0.1 0.1 0.1 0.433
H -5.231 0.110 3.979 0.0 0.0 0.1 0.553
H -3.662 -0.208 4.717 0.2 -0.1 0.0 0.302
H 1.954 0.062 5.718 0.2 -0.2 -0.2 -0.324
H -1.303 1.719 3.298 -0.1 0.0 0.0 -0.226
H -0.377 2.763 2.281 0.0 -0.1 -0.1 0.701
H 0.945 4.499 3.161 0.0 0.0 -0.1 0.465
H 1.501 5.931 5.090 0.0 0.1 0.0 0.394
H 0.938 5.195 7.391 0.0 0.0 0.1 0.367
H -0.180 3.000 7.734 0.0 -0.1 0.0 0.400
H -0.727 1.571 5.802 0.0 -0.1 0.0 0.373
H 3.226 0.447 1.947 0.0 0.0 0.0 0.037
H 4.100 0.689 -0.370 0.0 0.0 -0.1 0.515
H 2.543 1.594 -2.156 0.0 0.0 0.0 0.566
H 0.225 2.145 -1.505 -0.1 0.0 0.0 0.653
C -1.734 -8.005 -4.681 0.0 0.0 0.0 -0.528
C -2.530 -7.845 -5.810 0.0 0.0 0.0 -0.510
C -3.565 -6.927 -5.805 0.1 0.0 -0.1 -0.632
C -3.812 -6.168 -4.667 0.0 0.0 0.0 0.271
C -3.019 -6.337 -3.530 -0.1 0.1 0.0 0.256
C -1.976 -7.255 -3.543 0.1 -0.1 -0.1 -0.649
C -3.286 -5.554 -2.286 0.1 0.0 0.1 0.666
O -2.594 -5.695 -1.303 0.0 0.0 0.0 -0.709
C -4.440 -4.605 -2.292 0.0 0.0 -0.1 -0.226
C -4.746 -3.894 -1.138 0.0 0.1 0.0 -0.357
C -5.819 -3.020 -1.127 0.0 0.0 0.0 -0.142
C -6.584 -2.838 -2.273 0.0 0.0 0.0 -0.594
C -6.282 -3.535 -3.428 -0.1 0.0 0.0 -0.633
C -5.215 -4.425 -3.442 0.0 -0.1 0.0 0.235
C -4.930 -5.183 -4.692 0.0 0.0 0.0 0.593
O -5.586 -5.008 -5.698 0.0 0.0 0.0 -0.685
H -0.921 -8.720 -4.689 0.0 0.0 0.0 0.433
H -2.340 -8.438 -6.695 0.0 0.0 0.0 0.411
H -4.191 -6.789 -6.675 0.0 0.0 0.0 0.482
H -1.358 -7.378 -2.664 -0.1 0.1 0.1 0.508
H -4.138 -4.022 -0.253 0.1 -0.1 -0.1 0.565
H -6.056 -2.476 -0.222 0.0 0.0 0.0 0.441
H -7.418 -2.149 -2.262 0.0 0.0 0.0 0.406
H -6.868 -3.404 -4.327 0.0 0.0 0.0 0.482
C 0.636 12.549 0.839 0.0 0.0 0.0 -0.448
C -0.267 11.950 1.710 0.0 0.0 0.0 -0.486
C -0.410 10.574 1.725 0.0 0.1 0.0 -0.542
C 0.345 9.789 0.863 0.0 0.0 0.0 0.167
C 1.240 10.390 -0.021 0.0 -0.1 0.0 0.172
C 1.388 11.771 -0.025 0.0 0.1 0.0 -0.576
C 2.041 9.574 -0.981 0.0 0.0 0.0 0.631
O 2.823 10.102 -1.744 0.0 0.0 0.0 -0.674
C 1.839 8.099 -0.972 0.0 0.0 0.0 0.228
C 2.538 7.319 -1.885 0.0 -0.1 0.0 -0.808
C 2.374 5.944 -1.886 0.0 0.0 0.0 -0.562
C 1.518 5.339 -0.973 0.0 0.0 0.0 -0.006
C 0.816 6.111 -0.063 0.0 -0.1 0.0 -0.851
C 0.968 7.492 -0.062 0.0 0.1 0.0 0.144
C 0.183 8.304 0.910 0.0 0.0 0.0 0.533
O -0.565 7.787 1.709 0.0 0.0 0.0 -0.650
H 0.752 13.625 0.833 0.0 0.0 0.0 0.392
H -0.859 12.560 2.380 0.0 0.0 0.0 0.392
H -1.103 10.092 2.402 0.0 -0.1 0.0 0.486
H 2.092 12.222 -0.710 0.0 0.0 0.0 0.467
H 3.205 7.800 -2.585 0.0 0.1 0.0 0.465
H 2.918 5.337 -2.598 0.0 0.0 0.0 0.447
H 1.398 4.265 -0.972 0.0 0.0 0.0 0.470
H 0.146 5.652 0.651 0.0 0.0 0.0 0.627
C 0.116 -3.759 -3.756 0.0 0.0 0.0 -0.475
C 0.512 -2.772 -2.860 0.1 0.0 0.0 -0.565
C 1.832 -2.702 -2.444 -0.1 0.0 0.0 -0.496
C 2.756 -3.629 -2.914 0.0 0.0 0.0 0.134
C 2.350 -4.632 -3.796 0.1 0.0 0.0 0.455
C 1.031 -4.687 -4.222 -0.2 0.0 0.0 -1.004
C 3.303 -5.667 -4.286 0.0 0.0 0.0 0.548
O 2.951 -6.535 -5.059 0.0 0.0 0.0 -0.687
C 4.708 -5.607 -3.790 0.0 0.0 0.0 0.169
C 5.608 -6.587 -4.191 0.1 0.0 0.0 -0.557
C 6.918 -6.542 -3.750 0.0 0.0 0.0 -0.465
C 7.338 -5.515 -2.911 0.0 0.0 0.0 -0.492
C 6.445 -4.538 -2.508 0.1 0.0 0.0 -0.490
C 5.126 -4.584 -2.940 -0.1 0.0 0.0 0.120
C 4.176 -3.531 -2.471 0.0 0.1 0.0 0.435
O 4.555 -2.630 -1.757 0.0 0.1 0.0 -0.659
H -0.913 -3.813 -4.088 0.0 0.0 0.0 0.537
H -0.209 -2.059 -2.482 0.0 0.0 0.0 0.488
H 2.156 -1.939 -1.748 0.0 0.0 0.0 0.691
H 0.728 -5.461 -4.912 0.1 0.0 0.0 0.548
H 5.267 -7.377 -4.845 -0.1 0.0 0.0 0.465
H 7.617 -7.309 -4.058 0.0 0.0 0.0 0.393
H 8.364 -5.480 -2.570 0.0 0.0 0.0 0.400
H 6.755 -3.736 -1.852 -0.1 0.0 0.0 0.498
```
Positions in Å, forces in eV/Å.